1.
Molecular formula: C3H6CrO3
Method: DFT, ωB97M-V/def2-TZVPD

Geometry as XYZ:
```
13
Properties=species:S:1:pos:R:3:forces:R:3:mulliken_charge:R:1
H -1.942 1.499 1.197 -0.20 -0.16 -0.08 0.33
C -2.288 0.581 0.708 1.06 -0.28 0.40 -1.01
C -1.597 0.369 -0.611 -2.29 3.24 -1.15 -0.25
H -3.364 0.686 0.515 0.20 -0.07 -0.17 0.37
H -2.148 -0.269 1.387 -0.16 0.15 -0.14 0.34
H -1.675 1.246 -1.262 -0.16 0.06 0.35 0.32
H -2.023 -0.423 -1.232 1.31 -0.61 0.36 0.37
O 0.020 0.479 -0.467 -0.51 0.74 -1.47 -0.60
C 0.446 -0.772 -0.346 -4.31 -3.17 3.19 0.85
O -0.355 -1.664 -0.280 3.13 0.22 -1.04 -0.32
O 1.622 -0.644 0.304 1.84 0.35 -0.45 -0.54
Cr 1.685 1.407 0.053 -0.16 0.01 0.15 1.74
H 1.942 -1.435 0.765 0.26 -0.48 0.04 0.41
```
Forces are in eV/Å.

**HOMO energy (alpha / beta)**: -20.236 / -20.247 eV
**Lowest unoccupied orbital energy (alpha / beta)**: -12.73 / -11.34 eV
**Net charge**: +2
**2S+1**: 5
**Relative energy (zero: lowest compared OMol25 entry of this formula, charge and spin)**: 14.4 kcal/mol
**Strongest force on any atom**: 6.23 eV/Å

2.
Molecular formula: C3H6F2N2
Method: DFT, ωB97M-V/def2-TZVPD

Geometry as XYZ:
```
13
Properties=species:S:1:pos:R:3:forces:R:3:mulliken_charge:R:1
C -0.816 0.231 0.081 -0.43 -0.32 -1.67 -0.29
C 0.175 -0.510 1.015 0.15 -1.10 1.53 -0.48
C 1.967 0.301 -0.431 -5.40 2.42 4.00 0.04
N -0.144 1.090 -0.806 3.68 0.39 -1.71 -0.69
N 1.385 -0.712 0.290 2.03 -1.30 -0.35 0.11
F 2.476 1.295 0.323 -0.12 -0.92 -0.41 -0.21
F 1.294 -1.841 -0.588 -0.26 0.84 0.47 -0.24
H -1.428 -0.351 -0.627 -0.10 -0.97 1.26 0.30
H -1.454 0.873 0.629 -0.77 0.27 1.18 0.29
H 0.483 0.088 1.930 -0.52 -0.26 -1.27 0.27
H -0.134 -1.518 1.461 0.23 1.36 -0.88 0.28
H 2.403 0.182 -1.321 1.67 -0.90 -3.15 0.37
H -0.120 0.663 -1.760 -0.16 0.48 1.00 0.24
```
Forces are in eV/Å.

**HOMO energy (alpha / beta)**: -8.470 / -8.468 eV
**Lowest unoccupied orbital energy (alpha / beta)**: 0.64 / 0.64 eV
**Relative energy (zero: lowest compared OMol25 entry of this formula, charge and spin)**: 122.5 kcal/mol
**Strongest force on any atom**: 7.14 eV/Å

3.
Molecular formula: C3H6F2O
Method: DFT, ωB97M-V/def2-TZVPD

Geometry as XYZ:
```
12
Properties=species:S:1:pos:R:3:forces:R:3:mulliken_charge:R:1
C 1.291 0.007 -0.416 0.00 0.77 -3.37 -1.39
C 0.126 0.617 0.284 1.67 -0.82 -2.08 1.00
F 0.526 0.337 1.501 -1.16 -0.85 4.68 -0.30
F 0.251 1.947 0.212 -1.18 1.66 -0.55 -0.34
C -1.270 0.016 -0.072 0.68 1.56 1.91 -0.50
O -1.153 -1.358 -0.098 0.13 -1.94 0.96 -0.53
H 1.248 0.270 -1.498 0.55 0.21 0.62 0.34
H 1.143 -1.023 -0.457 -0.06 -1.86 0.28 0.39
H 2.243 0.223 0.075 -0.34 0.35 -0.26 0.36
H -1.962 0.359 0.755 0.35 -0.11 -1.09 0.30
H -1.565 0.349 -1.068 -0.14 0.07 0.24 0.33
H -0.879 -1.744 0.782 -0.51 0.96 -1.33 0.33
```
Forces are in eV/Å.

**HOMO energy**: -10.698 eV
**Lowest unoccupied orbital energy**: 0.81 eV
**Relative energy (zero: lowest compared OMol25 entry of this formula, charge and spin)**: 9.7 kcal/mol
**Strongest force on any atom**: 4.90 eV/Å